Here is 19 unconnected molecules or ions with the total composition C55H111NO56 from OMol25. Energies are from the ωB97M-V functional and the def2-TZVPD basis.

Cartesian coordinates (Å):
1 C 2.62 6.91 1.93
2 O 2.64 5.68 1.17
3 C 3.61 5.71 0.20
4 O 4.48 6.51 0.04
5 O 3.47 4.66 -0.60
6 C 2.48 3.66 -0.44
7 H 3.66 7.23 2.10
8 H 2.13 6.74 2.87
9 H 2.08 7.67 1.39
10 H 2.36 3.42 0.64
11 H 2.80 2.82 -1.04
12 H 1.47 4.03 -0.77
13 C 1.92 3.05 -4.14
14 O 2.43 1.85 -4.70
15 C 2.80 0.99 -3.72
16 O 2.32 0.86 -2.60
17 O 3.91 0.30 -4.15
18 C 4.43 0.52 -5.46
19 H 1.82 3.67 -5.03
20 H 2.52 3.40 -3.32
21 H 0.97 2.85 -3.64
22 H 5.45 0.11 -5.39
23 H 4.52 1.57 -5.72
24 H 3.88 0.05 -6.30
25 C 3.95 0.67 5.56
26 O 4.51 1.97 5.32
27 C 3.69 2.96 5.46
28 O 2.56 2.96 5.92
29 O 4.31 4.09 5.06
30 C 3.76 5.35 5.32
31 H 4.67 0.00 5.12
32 H 2.97 0.68 5.05
33 H 3.82 0.60 6.64
34 H 4.46 6.18 4.97
35 H 3.61 5.55 6.37
36 H 2.83 5.53 4.82
37 C 3.49 7.72 -2.77
38 O 2.34 6.99 -2.40
39 C 1.15 7.15 -3.02
40 O 0.86 7.90 -3.91
41 O 0.30 6.31 -2.43
42 C -1.07 6.48 -2.77
43 H 3.48 8.66 -2.24
44 H 3.53 7.86 -3.85
45 H 4.39 7.19 -2.40
46 H -1.67 5.82 -2.21
47 H -1.27 6.42 -3.84
48 H -1.46 7.49 -2.49
49 C -1.14 1.22 -3.95
50 O -2.26 1.50 -4.72
51 C -2.53 2.82 -4.84
52 O -1.88 3.76 -4.39
53 O -3.62 2.99 -5.61
54 C -3.93 4.42 -5.82
55 H -0.81 2.08 -3.49
56 H -0.28 0.92 -4.59
57 H -1.33 0.43 -3.24
58 H -4.84 4.47 -6.41
59 H -3.16 4.91 -6.40
60 H -4.08 4.93 -4.90
61 C 2.96 -8.74 1.34
62 O 3.75 -7.53 1.06
63 C 3.61 -7.00 -0.17
64 O 2.73 -7.33 -0.95
65 O 4.63 -6.25 -0.48
66 C 4.71 -5.68 -1.78
67 H 3.19 -8.96 2.41
68 H 3.26 -9.56 0.63
69 H 1.91 -8.50 1.20
70 H 3.80 -5.23 -2.06
71 H 4.79 -6.51 -2.49
72 H 5.70 -5.15 -1.79
73 C -3.47 -5.00 0.44
74 O -4.31 -4.74 1.54
75 C -3.78 -4.75 2.79
76 O -2.64 -5.05 3.05
77 O -4.75 -4.34 3.55
78 C -4.63 -4.17 4.96
79 H -2.87 -4.11 0.17
80 H -4.15 -5.33 -0.37
81 H -2.78 -5.78 0.72
82 H -3.80 -3.57 5.23
83 H -4.63 -5.19 5.38
84 H -5.51 -3.63 5.31
85 C -1.67 -1.42 2.81
86 O -3.11 -1.52 3.07
87 C -3.57 -0.64 3.94
88 O -2.79 0.07 4.64
89 O -4.85 -0.79 4.15
90 C -5.49 0.07 5.09
91 H -1.37 -0.45 2.49
92 H -1.46 -2.05 1.94
93 H -1.10 -1.78 3.67
94 H -5.11 0.02 6.11
95 H -6.49 -0.36 5.14
96 H -5.48 1.12 4.84
97 C -7.23 2.55 0.33
98 O -7.48 1.40 -0.51
99 C -6.70 1.37 -1.63
100 O -6.06 2.30 -1.99
101 O -6.76 0.17 -2.16
102 C -5.81 0.01 -3.20
103 H -8.04 2.61 1.10
104 H -7.14 3.39 -0.32
105 H -6.36 2.37 0.91
106 H -4.93 -0.38 -2.72
107 H -5.62 0.92 -3.77
108 H -6.20 -0.73 -3.89
109 C -3.14 -3.96 -5.68
110 O -2.79 -3.47 -4.34
111 C -2.38 -2.22 -4.27
112 O -2.25 -1.45 -5.18
113 O -2.10 -1.80 -3.01
114 C -2.16 -2.82 -1.95
115 H -2.31 -3.99 -6.44
116 H -3.93 -3.28 -6.03
117 H -3.56 -4.95 -5.46
118 H -1.83 -2.26 -1.05
119 H -1.47 -3.63 -2.17
120 H -3.20 -3.14 -1.97
121 C 3.90 -2.94 1.59
122 O 5.22 -3.04 2.13
123 C 5.71 -1.96 2.78
124 O 5.16 -0.88 2.83
125 O 6.88 -2.32 3.24
126 C 7.67 -1.20 3.74
127 H 3.21 -3.61 2.05
128 H 3.95 -3.20 0.56
129 H 3.51 -1.92 1.66
130 H 7.05 -0.51 4.24
131 H 8.08 -0.69 2.85
132 H 8.40 -1.67 4.38
133 C -3.72 2.24 2.01
134 O -2.89 1.27 1.26
135 C -3.52 0.19 0.86
136 O -2.98 -0.64 0.15
137 O -4.85 0.09 1.20
138 C -5.56 -1.06 0.71
139 H -3.23 3.21 2.15
140 H -3.88 1.87 2.99
141 H -4.67 2.40 1.53
142 H -5.39 -1.15 -0.38
143 H -6.57 -0.92 0.95
144 H -5.10 -1.93 1.15
145 C 0.45 -3.39 6.09
146 O 1.76 -3.86 5.71
147 C 2.58 -2.89 5.27
148 O 2.32 -1.69 5.25
149 O 3.72 -3.39 4.75
150 C 3.82 -4.84 4.59
151 H -0.29 -4.10 5.71
152 H 0.25 -2.39 5.89
153 H 0.45 -3.52 7.15
154 H 2.87 -5.29 4.19
155 H 4.13 -5.28 5.55
156 H 4.64 -4.99 3.88
157 C -1.58 -6.70 -2.40
158 O -1.15 -7.01 -0.97
159 C -0.37 -6.09 -0.38
160 O -0.17 -5.00 -0.80
161 O 0.13 -6.61 0.74
162 C 0.66 -5.61 1.65
163 H -2.28 -7.50 -2.61
164 H -0.75 -6.64 -3.08
165 H -2.05 -5.73 -2.38
166 H 1.70 -5.89 1.66
167 H 0.18 -5.87 2.56
168 H 0.53 -4.62 1.31
169 C 5.25 -1.30 -1.61
170 O 5.51 -0.07 -0.82
171 C 4.57 0.22 0.06
172 O 3.60 -0.43 0.20
173 O 4.75 1.47 0.54
174 C 4.21 1.71 1.86
175 H 4.26 -1.18 -2.00
176 H 5.31 -2.19 -0.99
177 H 6.00 -1.38 -2.40
178 H 4.68 2.65 2.26
179 H 4.42 0.93 2.59
180 H 3.12 1.90 1.84
181 C 1.84 -2.33 -3.11
182 O 1.04 -3.02 -4.10
183 C 1.11 -2.55 -5.33
184 O 1.61 -1.46 -5.59
185 O 0.51 -3.33 -6.25
186 C 0.25 -2.62 -7.46
187 H 1.65 -2.74 -2.10
188 H 1.48 -1.31 -2.97
189 H 2.87 -2.29 -3.41
190 H 1.20 -2.44 -7.89
191 H -0.32 -1.71 -7.26
192 H -0.28 -3.29 -8.07
193 C -2.68 2.65 -1.44
194 O -3.60 3.28 -0.57
195 C -4.41 4.25 -1.07
196 O -4.36 4.65 -2.16
197 O -5.14 4.69 -0.08
198 C -5.92 5.92 -0.38
199 H -3.30 2.11 -2.14
200 H -2.03 1.95 -0.94
201 H -1.90 3.31 -1.86
202 H -6.57 6.22 0.47
203 H -6.44 5.73 -1.31
204 H -5.13 6.72 -0.47
205 C -1.24 5.40 0.64
206 O -0.95 4.05 1.02
207 C -0.25 3.91 2.18
208 O 0.07 4.78 2.96
209 O -0.13 2.57 2.32
210 C 0.46 2.23 3.57
211 H -0.48 5.86 0.10
212 H -1.48 6.00 1.56
213 H -2.16 5.37 0.08
214 H 0.33 1.20 3.83
215 H 0.14 2.95 4.37
216 H 1.51 2.42 3.41
217 C 0.11 -0.25 0.13
218 N 0.89 -1.18 0.96
219 O 1.29 -0.80 2.05
220 O 1.04 -2.34 0.54
221 H -0.72 -0.76 -0.33
222 H 0.80 0.12 -0.61
223 H -0.18 0.59 0.77

Values from the calculation:
HOMO level = -0.3715 hartree
HOMO-LUMO gap = 10.55 eV
2S+1 = 1
net charge = 0